[1]
3 unconnected molecules or ions with the total composition C39H34ClIN2O10S at a distorted geometry, computed with ωB97M-V with the def2-TZVPD basis set.

orbital gap: 8.0 eV

Element x y z (Å)
C (2.79939, 5.27366, 2.17853)
N (2.26391, 3.94108, 2.47899)
C (3.18633, 2.81948, 2.18750)
C (1.00034, 3.72099, 1.87975)
O (0.71940, 4.08585, 0.76365)
C (-0.03787, 2.95931, 2.69715)
C (-0.34142, 3.59799, 4.08074)
C (-0.68592, 5.06646, 3.78585)
C (-1.62665, 5.83305, 4.73355)
C (-0.90045, 6.73266, 5.74030)
N (-0.05979, 7.76389, 5.12015)
O (0.80510, 3.48868, 4.96918)
S (0.94715, 1.95851, 5.41979)
O (1.82931, 1.24548, 4.56011)
O (1.15384, 1.88598, 6.81567)
O (-0.55897, 1.51178, 4.97357)
C (-1.35273, 2.71592, 4.82823)
Cl (-1.66917, 3.22275, 6.52052)
C (-2.62435, 2.42759, 4.05440)
C (-3.69780, 1.74662, 4.87529)
O (-3.70207, 0.59049, 5.09208)
I (-5.25263, 3.05457, 5.57787)
H (3.86352, 5.22849, 1.96229)
H (2.27416, 5.76140, 1.36017)
H (2.69633, 5.91227, 3.06152)
H (4.07781, 3.17119, 1.67498)
H (3.48976, 2.32634, 3.10807)
H (2.69653, 2.06232, 1.57558)
H (-0.94600, 3.01069, 2.10271)
H (0.30829, 1.93239, 2.78171)
H (-1.08739, 5.12428, 2.77720)
H (0.27634, 5.58139, 3.77495)
H (-2.34317, 5.19717, 5.24036)
H (-2.21853, 6.51125, 4.11100)
H (-1.67862, 7.26416, 6.29141)
H (-0.30409, 6.14376, 6.43448)
H (-0.38874, 7.98625, 4.18857)
H (0.89699, 7.45116, 5.02204)
H (-2.38449, 1.77692, 3.21161)
H (-2.97934, 3.37043, 3.64094)
O (-2.06872, 1.10077, 0.68601)
C (-2.17508, 0.46849, -0.34606)
C (-1.63750, -0.91380, -0.45363)
C (-1.02502, -1.49289, 0.65150)
C (-0.54498, -2.79019, 0.57604)
C (-0.68032, -3.51444, -0.60267)
C (-1.27976, -2.93808, -1.70771)
C (-1.75365, -1.63697, -1.64332)
C (-2.37255, -1.03277, -2.85576)
O (-2.42339, -1.64166, -3.90421)
C (-2.92943, 0.34574, -2.73959)
C (-3.54285, 0.92198, -3.84376)
C (-4.08848, 2.19049, -3.74758)
C (-4.02373, 2.88962, -2.54745)
C (-3.40350, 2.32449, -1.44696)
C (-2.85123, 1.05358, -1.53794)
H (-0.92870, -0.92360, 1.56562)
H (-0.06737, -3.23880, 1.43655)
H (-0.31460, -4.53026, -0.66458)
H (-1.38500, -3.49566, -2.62677)
H (-3.59092, 0.36948, -4.77150)
H (-4.56817, 2.63682, -4.60834)
H (-4.45660, 3.87822, -2.47326)
H (-3.34406, 2.86334, -0.51201)
O (2.98157, -7.91913, -7.04417)
C (2.70948, -7.24300, -6.07553)
C (1.64289, -6.20324, -6.13647)
C (0.93708, -6.02516, -7.31942)
C (-0.07655, -5.08417, -7.38448)
C (-0.39111, -4.31506, -6.26876)
C (0.31822, -4.48026, -5.09246)
C (1.33801, -5.42077, -5.02103)
C (2.09761, -5.56817, -3.74727)
O (1.85697, -4.85422, -2.79611)
C (3.15134, -6.61953, -3.67876)
C (3.85152, -6.79887, -2.49277)
C (4.81407, -7.78919, -2.40235)
C (5.08091, -8.60559, -3.49622)
C (4.39356, -8.42420, -4.68382)
C (3.42978, -7.42932, -4.78201)
H (1.18641, -6.62861, -8.18092)
H (-0.62638, -4.94905, -8.30632)
H (-1.18791, -3.58454, -6.31641)
H (0.08715, -3.88013, -4.22445)
H (3.63443, -6.16136, -1.64722)
H (5.35715, -7.92931, -1.47728)
H (5.82841, -9.38392, -3.42055)
H (4.59666, -9.05170, -5.54022)

=====

[2]
A molecular structure, C39H34ClN3SSi2V at a distorted geometry, computed with ωB97M-V with the def2-TZVPD basis set.

multiplicity: 4
orbital gap (alpha / beta): 3.6 / 3.8 eV

Element x y z (Å)
C (3.89740, 0.79008, 2.27815)
C (3.31226, -0.46516, 1.91196)
C (3.43350, -0.58601, 0.49577)
H (2.91118, -1.22516, 2.58275)
C (4.03861, 0.60587, -0.01921)
C (4.31638, 1.46283, 1.09227)
H (4.85116, 2.41763, 1.04685)
H (4.10137, 1.11287, 3.30190)
H (3.22119, -1.49046, -0.05997)
H (4.32492, 0.78820, -1.04950)
V (2.22963, 1.03050, 0.89426)
Si (-2.71351, 0.32492, 0.06677)
C (-2.92243, -1.38262, 0.76376)
C (-4.05256, -2.19812, 0.58194)
H (-4.87015, -1.86712, -0.07222)
C (-4.15588, -3.43702, 1.23340)
H (-5.04882, -4.06068, 1.12160)
C (-3.10022, -3.91489, 2.01868)
H (-3.16400, -4.87683, 2.53686)
C (-1.95453, -3.13403, 2.16664)
H (-1.08013, -3.52758, 2.68853)
C (-1.91702, -1.83961, 1.64135)
H (-1.07682, -1.17878, 1.89515)
C (-0.92810, 0.31758, -0.68848)
C (0.13980, -0.68029, -0.44663)
H (-0.02372, -1.51267, 0.22569)
C (1.28570, -0.73350, -1.36391)
H (1.94626, -1.60099, -1.39182)
C (1.65856, 0.51747, -1.96348)
H (2.53228, 0.57435, -2.60727)
C (0.82088, 1.61572, -1.81015)
H (1.14852, 2.59008, -2.18478)
C (-0.42383, 1.56034, -1.18624)
H (-1.00755, 2.48778, -1.06815)
H (-2.57006, 1.60174, 1.05622)
Si (-0.26285, -0.94594, -2.28648)
C (-0.45769, -0.51380, -4.12291)
C (-0.52406, -1.58851, -5.02950)
H (-0.58811, -2.61394, -4.65719)
C (-0.55934, -1.36324, -6.41220)
H (-0.64436, -2.20944, -7.10762)
C (-0.49368, -0.04295, -6.89052)
H (-0.44027, 0.13877, -7.96747)
C (-0.50511, 1.03881, -5.99213)
H (-0.49590, 2.07343, -6.35119)
C (-0.53434, 0.79809, -4.61736)
H (-0.62830, 1.64139, -3.93032)
C (-1.58042, -2.36358, -2.24927)
C (-1.47084, -3.63269, -1.65954)
H (-0.57414, -3.90557, -1.08952)
C (-2.50776, -4.57421, -1.83091)
H (-2.40525, -5.58067, -1.41873)
C (-3.67366, -4.25238, -2.55159)
H (-4.43960, -5.01600, -2.77342)
C (-3.84646, -2.94328, -2.98630)
H (-4.78440, -2.62461, -3.44497)
C (-2.79676, -2.02590, -2.86803)
H (-2.95115, -1.03432, -3.29355)
H (-3.30989, 1.17642, 1.25010)
Cl (-4.01341, 0.82903, -1.44093)
N (1.20406, 3.76666, 3.92438)
C (1.30553, 2.78531, 4.90241)
C (1.34991, 2.91161, 6.28342)
C (1.59704, 1.73923, 7.01701)
C (1.88870, 0.53813, 6.34901)
C (1.87686, 0.44869, 4.94832)
C (1.52025, 1.58140, 4.21499)
N (1.50930, 1.85257, 2.83058)
C (1.29301, 3.18517, 2.69859)
C (1.47639, 3.86088, 1.45023)
C (1.42902, 5.21465, 1.17931)
S (2.11091, 5.53647, -0.37909)
C (2.50496, 3.87772, -0.57386)
N (2.05251, 3.07780, 0.43655)
H (1.11721, 4.76235, 4.07408)
H (1.17117, 3.89274, 6.73066)
H (1.56070, 1.77079, 8.10928)
H (2.13241, -0.33628, 6.95280)
H (2.13119, -0.47725, 4.43765)
H (1.02866, 5.94962, 1.86864)
H (3.06768, 3.51040, -1.42214)

=====

[3]
A molecular structure, C39H34ClN4O4PTl at a distorted geometry, computed with ωB97M-V with the def2-TZVPD basis set.

orbital gap: 5.6 eV
net charge: +1

Element x y z (Å)
Tl (-0.77295, 0.40983, 0.21914)
Cl (-7.47819, -0.35342, 4.64178)
C (-6.10843, 0.06977, 3.66006)
C (-6.05606, 1.32011, 3.04513)
C (-4.97357, 1.64237, 2.26489)
C (-3.89752, 0.74891, 2.04272)
O (-2.92327, 1.13467, 1.27172)
C (-3.97881, -0.53312, 2.65517)
C (-3.06510, -1.63991, 2.47447)
N (-1.96668, -1.72087, 1.81331)
C (-1.44494, -3.01133, 1.65055)
C (-2.22948, -4.05390, 1.20572)
C (-1.70762, -5.34683, 1.01223)
C (-0.38612, -5.60399, 1.23062)
C (0.46399, -4.56536, 1.67376)
C (1.83568, -4.77123, 1.93592)
C (2.59480, -3.75051, 2.42866)
C (1.97362, -2.51099, 2.66960)
N (0.71326, -2.27030, 2.40651)
C (-0.05754, -3.26551, 1.90043)
C (-5.09151, -0.82679, 3.47209)
H (-6.86433, 2.02602, 3.18332)
H (-4.92054, 2.60619, 1.77492)
H (-3.38009, -2.53243, 3.02983)
H (-3.26837, -3.86485, 0.96637)
H (-2.37411, -6.13911, 0.69650)
H (0.02179, -6.59823, 1.09236)
H (2.26367, -5.75054, 1.75391)
H (3.64694, -3.88391, 2.64353)
H (2.53606, -1.69089, 3.10674)
H (-5.14456, -1.79602, 3.95258)
N (-0.31365, 0.37237, 2.80886)
C (0.64737, 1.25385, 3.48493)
C (0.16922, 2.70376, 3.51025)
C (0.29346, 3.45797, 2.19133)
N (-0.62390, 2.93702, 1.17043)
H (-1.23845, 0.46439, 3.21829)
H (-0.03367, -0.60004, 2.90779)
H (1.59918, 1.18716, 2.95000)
H (0.82558, 0.93882, 4.51812)
H (0.74762, 3.24522, 4.25991)
H (-0.87968, 2.72102, 3.82895)
H (1.31594, 3.36120, 1.81260)
H (0.11449, 4.51983, 2.39292)
H (-0.68266, 3.57774, 0.38688)
H (-1.56670, 2.82223, 1.53863)
O (4.02029, 1.42291, 0.45767)
C (3.60663, 1.29556, -0.63907)
O (2.27408, 0.84948, -0.84171)
C (4.24460, 1.51973, -1.94886)
C (5.52523, 2.01228, -2.14412)
C (5.96841, 2.18581, -3.44580)
C (5.15782, 1.85238, -4.52776)
C (3.87868, 1.34689, -4.33164)
C (3.43174, 1.19036, -3.03162)
P (1.82087, 0.74597, -2.37990)
C (1.35977, -0.92319, -2.79369)
C (2.40194, -1.80673, -3.08395)
C (2.11445, -3.13239, -3.35671)
C (0.79812, -3.57288, -3.34368)
C (-0.23725, -2.69094, -3.06176)
C (0.03404, -1.36145, -2.79035)
C (0.64231, 2.02908, -2.73445)
C (-0.36579, 1.82889, -3.67662)
C (-1.22122, 2.87463, -3.98353)
C (-1.04621, 4.11328, -3.38482)
C (0.00016, 4.32433, -2.49258)
C (0.84759, 3.28395, -2.15991)
H (6.14522, 2.24899, -1.28918)
H (6.95548, 2.58930, -3.62772)
H (5.51739, 1.99756, -5.53753)
H (3.24690, 1.09024, -5.17276)
H (3.42773, -1.45825, -3.09314)
H (2.91996, -3.82175, -3.57195)
H (0.57145, -4.60784, -3.56414)
H (-1.26238, -3.03749, -3.05268)
H (-0.77707, -0.68267, -2.56966)
H (-0.48023, 0.86794, -4.16013)
H (-2.02226, 2.72499, -4.69460)
H (-1.72291, 4.92396, -3.61988)
H (0.15289, 5.30468, -2.06105)
H (1.65586, 3.44556, -1.45585)
O (-4.51915, 1.22119, -0.91852)
C (-3.39930, 1.36525, -0.77077)

=====

Question: Number 3 is which compound?
Answer: C39H34ClN4O4PTl